Entry 1:
DFT (ωB97M-V/def2-TZVPD) results for C44H103F6N8O19S2Sr2 as an isolated structure.

The geometry in XYZ format:
```
184
Properties=species:S:1:pos:R:3:forces:R:3
Sr -0.0100 -2.8300 -4.6707 0.18 0.47 2.02
Sr 1.7651 1.9386 2.8457 -0.43 0.30 -0.66
C 0.0945 -1.6119 4.6486 0.06 0.93 1.32
F -0.7860 -1.4863 5.6567 0.19 -0.20 -1.30
F 0.3146 -2.8908 4.4257 0.15 0.01 0.00
F -0.3425 -1.0289 3.5228 -0.18 -0.15 0.29
S 1.6949 -0.7546 5.1874 2.00 -1.60 -0.20
O 2.0151 -1.2498 6.5235 -0.93 1.20 -1.84
O 2.6621 -1.1504 4.1720 -1.26 1.07 0.30
N 1.3640 0.9359 5.0293 0.25 -3.26 1.60
S 0.9374 1.3669 6.5067 -1.14 2.96 2.94
O 0.5468 2.7682 6.5774 0.96 -0.80 -1.25
O -0.0025 0.5094 7.1719 0.77 -0.27 -0.40
C 2.5866 1.3849 7.5558 -0.07 0.15 1.64
F 2.6263 0.3995 8.4465 0.12 -0.73 -0.98
F 3.6901 1.3974 6.7675 -0.70 -0.20 0.31
F 2.6568 2.4524 8.3826 -0.37 0.51 -1.46
C -0.5210 -0.0393 -0.7665 1.04 0.19 1.76
C -0.1662 -1.0617 -1.5879 -0.88 -0.50 -1.89
C 1.2074 -1.7959 -1.4600 0.02 -0.56 -0.79
O 1.5872 -2.7316 -2.2488 -1.65 0.54 -1.16
C 2.0584 -1.4274 -0.4683 0.45 1.95 1.58
C 1.7114 -0.4099 0.4785 -0.25 -0.72 -0.22
C 0.3706 0.3733 0.2508 -0.08 -0.93 -1.00
O 0.1594 1.3551 0.9544 0.31 0.76 0.91
O 2.3650 -0.1298 1.5056 -0.38 0.22 -0.84
O -0.9927 -1.3245 -2.5398 1.39 -1.51 -0.63
H -1.5139 0.3788 -0.8422 0.09 0.26 -0.09
H 3.0636 -1.8222 -0.4634 0.01 -0.31 0.23
C -4.9862 -0.7030 0.3837 0.11 0.26 2.08
C -4.8502 -0.7523 1.9611 -0.07 0.21 -0.15
O -5.7145 -1.7278 2.4802 -0.88 -1.25 -0.57
H -5.7653 -0.0143 0.0568 0.00 -0.08 0.06
H -5.2045 -1.7116 0.0326 0.20 0.07 -0.04
H -4.0266 -0.3398 0.0159 -0.02 -0.15 -0.32
H -5.0779 0.1586 2.5147 0.07 0.66 -0.65
H -3.8296 -0.9996 2.2532 0.35 -0.06 -0.27
H -5.8266 -1.7169 3.4336 0.33 0.40 -0.02
C -6.2151 -1.7497 -2.9933 -0.24 -0.75 0.76
C -4.7852 -1.3129 -3.0252 0.08 -0.21 0.21
O -3.8751 -2.2241 -2.3499 -1.11 0.23 -0.29
H -6.7831 -1.1420 -3.6977 -0.06 -0.07 0.07
H -6.6405 -1.6599 -1.9938 -0.10 0.08 -0.03
H -6.2773 -2.8029 -3.2671 -0.18 -0.04 -0.21
H -4.7400 -0.3516 -2.5133 0.35 0.28 -0.48
H -4.5686 -1.3080 -4.0934 0.73 0.59 -0.04
H -3.0654 -1.7278 -2.2100 0.53 0.29 0.19
C 5.2625 -4.0763 -1.5374 0.64 -0.83 -0.67
C 4.8040 -3.9113 -3.0262 0.23 0.35 1.51
O 4.3647 -2.5692 -3.2277 0.09 -0.01 -0.59
H 6.0753 -3.4095 -1.2495 -0.07 0.43 -0.51
H 5.7321 -5.0528 -1.4194 -0.16 -0.33 -0.03
H 4.5316 -4.0015 -0.7322 -0.56 0.06 -0.52
H 3.9705 -4.5576 -3.3013 0.01 -0.41 0.35
H 5.6113 -4.1481 -3.7192 0.16 0.25 0.15
H 3.4627 -2.6225 -2.9036 -0.57 0.34 0.48
C 7.1351 -2.1973 1.6148 -0.42 0.56 0.68
C 5.6091 -2.1495 1.5728 0.53 -0.24 0.26
O 5.0401 -0.9767 2.1652 1.00 -0.32 -0.36
H 7.4943 -2.0528 2.6337 -0.11 0.18 0.14
H 7.5765 -1.4128 1.0002 0.16 -0.26 -0.19
H 7.4657 -3.2069 1.3708 0.05 0.16 -0.51
H 5.2880 -3.0318 2.1264 -0.44 -0.10 -0.06
H 5.3070 -2.2287 0.5285 -0.25 -0.02 -0.02
H 4.0928 -1.0257 2.0175 -0.56 0.13 0.05
C -2.9164 3.9158 3.2317 -1.67 -0.84 1.14
C -1.7461 3.1064 3.8587 -1.24 2.10 -0.05
C -2.1715 1.6961 4.3510 -0.33 0.34 0.25
O -3.3728 1.6670 5.1534 0.58 0.44 -0.14
C -3.2088 2.1472 6.5243 0.70 -0.28 -1.22
N -0.7665 3.1623 2.7869 1.30 -1.86 0.00
H -3.4769 3.2725 2.5533 0.21 -0.15 -0.46
H -2.6628 4.8374 2.7078 0.48 -0.15 0.11
H -3.7053 4.1863 3.9335 0.11 0.09 0.40
H -1.3460 3.7132 4.6710 0.05 -0.25 0.32
H -1.4007 1.1483 4.8932 0.37 0.41 0.15
H -2.3292 1.0933 3.4567 -0.57 -0.11 -0.13
H -4.1455 1.9671 7.0517 0.14 0.06 -0.18
H -2.9246 3.1995 6.5237 -0.34 0.21 0.03
H -2.3721 1.6323 6.9966 -0.11 -0.30 0.14
H -0.7910 4.0683 2.3413 0.46 0.49 0.44
H -1.1134 2.5756 2.0415 0.02 -0.52 -0.24
C 6.4592 2.3898 3.4992 -0.78 1.12 -0.47
C 4.9842 2.6103 3.1190 0.73 -1.10 -1.41
C 4.7887 2.6230 1.5421 0.28 1.25 -0.08
O 3.4309 2.8689 1.1400 -1.35 0.19 1.23
C 3.0789 2.7029 -0.2208 0.59 -0.77 -0.38
N 4.2509 1.4545 3.5776 -1.20 -0.31 0.28
H 7.0217 3.1876 3.0144 0.61 -0.25 0.15
H 6.7714 1.3835 3.2198 0.18 0.18 -0.08
H 6.4862 2.5210 4.5810 0.38 -0.13 -0.02
H 4.6442 3.5221 3.6100 -0.28 0.16 -0.32
H 5.1312 1.7095 1.0560 0.08 -0.38 0.40
H 5.3221 3.4519 1.0766 0.62 0.04 0.28
H 3.3991 1.7018 -0.5097 0.38 -0.01 -0.46
H 3.4921 3.4759 -0.8688 0.37 0.00 0.06
H 2.0064 2.6898 -0.4148 -0.14 0.29 0.78
H 4.3718 1.2469 4.5586 -0.02 0.43 0.41
H 4.6753 0.6438 3.1500 -0.07 -0.44 -0.40
C 3.0476 0.6604 -3.7704 0.32 2.01 0.41
C 1.8587 0.3358 -4.6484 1.29 1.73 0.16
C 1.8180 1.1418 -5.9938 -0.81 -0.40 0.59
O 1.7688 2.5311 -5.7310 -0.02 -0.99 -0.05
C 1.5433 3.3849 -6.8444 -0.24 0.76 0.78
N 1.9906 -1.0890 -4.8074 -0.61 -1.32 -1.09
H 3.0327 0.1732 -2.7955 -0.53 -0.15 0.13
H 2.9906 1.7339 -3.5904 0.57 0.16 0.18
H 4.0230 0.3801 -4.1680 -0.06 0.18 -0.52
H 0.9903 0.5831 -4.0378 -0.44 -0.01 -0.35
H 0.9152 0.7842 -6.4890 -0.66 0.25 -0.19
H 2.5745 0.8888 -6.7366 0.82 -0.08 0.37
H 1.3555 4.3393 -6.3525 0.17 0.20 -0.27
H 0.6331 3.1882 -7.4109 -0.01 -0.58 -0.05
H 2.4012 3.4997 -7.5069 0.11 -0.32 -0.01
H 2.6424 -1.2287 -5.5662 0.23 -0.16 -0.48
H 2.5966 -1.2679 -4.0195 -0.21 -1.21 0.17
C -2.7461 -5.7078 -2.2624 0.74 -0.79 0.35
C -1.6026 -4.9521 -2.9825 -1.39 -0.10 1.07
C -0.6896 -5.9073 -3.7654 -0.88 0.06 0.42
O 0.5241 -5.2978 -4.1599 0.17 0.69 0.08
C 1.5108 -6.2016 -4.6193 0.46 -0.17 -1.28
N -2.2282 -3.8918 -3.7744 0.68 -0.09 -2.10
H -2.3339 -6.4535 -1.5825 0.07 -0.10 0.06
H -3.3986 -6.2500 -2.9468 0.02 0.10 -0.27
H -3.3682 -5.0712 -1.6333 0.19 0.34 -0.28
H -1.0595 -4.4119 -2.2070 0.50 -0.20 0.11
H -1.2172 -6.2386 -4.6599 -0.18 -0.29 -0.15
H -0.4633 -6.7690 -3.1374 -0.04 -0.03 0.06
H 2.4528 -5.6595 -4.7022 0.05 -0.14 0.60
H 1.3230 -6.5157 -5.6460 -0.47 0.03 -0.29
H 1.5879 -7.1480 -4.0840 0.02 0.42 0.70
H -2.8754 -3.3317 -3.2382 0.09 0.59 0.98
H -2.9149 -4.2866 -4.4011 0.05 -0.66 -0.57
C -1.2881 6.9559 -0.3366 0.35 -1.31 -1.04
C -0.9752 5.5248 0.2355 -0.61 2.20 -1.05
C -0.0439 4.6834 -0.6386 -1.17 1.05 0.26
O -0.5798 4.6501 -1.9589 0.07 0.45 1.20
C -0.1424 3.5154 -2.6451 -0.38 0.36 -0.67
N -0.3576 5.7674 1.5100 0.39 -0.28 0.99
H -1.6081 6.8129 -1.3687 -0.50 0.45 0.01
H -0.3993 7.5841 -0.3961 0.28 -0.12 0.14
H -2.0093 7.4810 0.2896 -0.20 -0.19 -0.18
H -1.9600 5.0675 0.3312 0.19 -0.47 0.25
H 0.0315 3.6886 -0.1994 0.01 -0.24 -0.07
H 0.9244 5.1798 -0.5752 0.45 -0.11 -0.42
H -0.3397 2.6534 -2.0077 0.51 -0.49 -0.25
H 0.8845 3.6854 -2.9686 0.33 -0.64 0.14
H -0.7513 3.4567 -3.5473 -0.01 -0.20 -0.06
H -1.0130 6.3051 2.0590 -0.26 -0.06 0.39
H 0.3559 6.4606 1.3353 0.57 -0.05 0.09
C -3.4673 2.7767 -0.7335 0.09 -0.67 0.12
C -4.1964 3.0967 -2.0467 -0.89 -0.57 1.09
C -5.7086 3.1499 -1.7900 -0.87 0.42 -0.03
O -6.2658 1.8871 -1.5564 -0.32 -1.60 -0.22
C -7.7136 1.8090 -1.4167 1.77 0.07 0.39
N -3.7396 4.3663 -2.5645 0.02 0.20 -0.11
H -2.4159 2.5465 -0.9054 0.17 0.04 -0.13
H -3.8787 1.9299 -0.1840 -0.19 -0.16 -0.17
H -3.4863 3.6092 -0.0302 -0.23 0.26 -0.17
H -4.0397 2.3246 -2.8000 0.18 -0.18 0.03
H -6.2474 3.6248 -2.6099 0.22 0.16 -0.47
H -5.9454 3.7542 -0.9143 0.32 0.50 0.34
H -7.9613 0.7861 -1.1333 0.23 -0.06 -0.16
H -8.2052 2.0395 -2.3619 -0.14 0.40 0.18
H -7.9595 2.4241 -0.5511 -0.59 0.38 -0.32
H -2.7559 4.3905 -2.3365 0.51 0.27 -0.36
H -4.1082 5.0677 -1.9382 -0.29 0.49 0.00
C 2.2309 -4.4773 1.6989 0.36 0.99 0.85
C 0.8761 -4.8487 1.1622 0.37 -0.90 -0.06
C -0.1816 -3.7891 1.2822 -1.58 0.74 1.51
O -1.4684 -4.1562 0.7114 1.50 -1.68 -0.39
C -2.4451 -3.1860 0.6271 -0.54 1.02 -0.27
N 0.9659 -5.2506 -0.2158 -0.49 0.00 -1.14
H 2.0889 -3.9485 2.6414 0.13 -0.17 0.36
H 2.8267 -3.7710 1.1207 -0.23 -0.02 -0.55
H 2.8443 -5.3600 1.8794 -0.11 0.01 -0.06
H 0.6574 -5.7525 1.7309 -0.79 0.06 0.12
H 0.1720 -2.8514 0.8535 0.01 0.15 -0.20
H -0.4006 -3.6293 2.3380 0.22 0.31 0.14
H -2.1408 -2.3909 -0.0536 0.22 0.51 0.15
H -2.7651 -2.7769 1.5854 0.33 0.13 0.27
H -3.3681 -3.5475 0.1738 0.17 -0.68 0.01
H 1.2062 -4.4098 -0.7212 0.99 0.33 -0.41
H -0.0140 -5.2239 -0.4591 -0.60 -0.99 -0.49
```
Forces are in eV/Å.

Results
spin multiplicity = 1
LUMO energy = -3.47 eV
total charge = +1

Mulliken population analysis, charges in e, atoms 1 to 99: 1.41, 1.46, 0.53, -0.21, -0.20, 0.08, 0.43, -0.60, -0.35, -0.49, 0.83, -0.76, -0.49, 0.33, -0.21, -0.17, -0.23, 0.05, 0.82, 0.30, -0.45, -0.67, -0.87, -0.31, 0.05, 1.49, -1.19, 0.51, 0.08, 0.24, -0.07, -0.62, 0.24, 0.34, -0.53, 0.45, -0.38, 0.35, -1.50, 0.52, -0.49, 0.41, 0.24, 0.38, -0.33, 0.42, -0.03, -0.79, 0.08, -0.51, 0.26, 0.52, -0.01, -0.18, 0.44, -0.11, -1.69, 0.64, -0.74, 0.46, 0.33, 0.46, 0.14, -0.24, -0.32, -1.23, 0.20, 0.88, -0.45, -0.63, 0.70, 0.08, 0.34, 0.45, 0.47, -0.48, -0.37, 0.31, 0.28, 0.18, -0.15, -0.48, -1.43, 0.04, -0.71, -0.03, -0.58, 0.35, 0.45, 0.24, 0.42, 0.39, 0.38, 0.39, 0.39, 0.35, -0.15, 0.18, -0.04

=====

Entry 2:
DFT (ωB97M-V/def2-TZVPD) results for C5H8O as an isolated structure.

The geometry in XYZ format:
```
14
Properties=species:S:1:pos:R:3:forces:R:3
C -1.9302 -0.2092 -0.3811 -0.01 0.01 0.00
C -0.5340 -0.2382 0.1987 -0.20 0.04 0.03
O 0.3626 -0.9969 -0.6373 -0.06 -0.32 -0.02
C 0.2664 1.0747 0.1325 0.01 0.07 -0.01
C 1.5140 0.2804 -0.0725 0.56 -0.16 0.32
C 2.5145 -0.4438 0.2439 -0.09 0.49 -0.04
H -1.9015 0.1582 -1.4118 0.00 -0.04 0.14
H -2.3565 -1.2169 -0.3870 0.07 0.14 0.01
H -2.5827 0.4423 0.2115 0.09 -0.09 -0.08
H -0.5395 -0.6363 1.2238 0.02 0.04 -0.13
H 1.4533 -1.3207 -0.1206 -0.31 0.02 -0.13
H -0.0110 1.6535 -0.7549 0.04 -0.09 0.12
H 0.2871 1.7183 1.0170 0.04 -0.11 -0.13
H 3.4577 -0.2654 0.7377 -0.15 0.01 -0.07
```
Forces are in eV/Å.

Results
spin multiplicity = 1
energy relative to the best compared isomer or geometry (same formula, charge and spin) = 120.75 kcal per mole
LUMO energy = 0.97 eV
total charge = 0

Just the Mulliken charges please, in e? Sure, here they are: -1.40, 0.47, -0.57, -0.49, 0.19, -0.73, 0.34, 0.32, 0.36, 0.25, 0.39, 0.22, 0.31, 0.34

=====

Entry 3:
DFT (ωB97M-V/def2-TZVPD) results for the molecule C5H8O.

The geometry in XYZ format:
```
14
Properties=species:S:1:pos:R:3:forces:R:3
C 0.0111 -1.8408 -0.8139 -0.38 0.48 2.95
C -0.2076 -0.3526 -0.4415 -1.79 -0.82 -0.61
C -1.0923 0.6124 -0.7986 2.08 -0.13 -0.18
C -0.0072 1.5215 0.9977 0.17 2.16 1.99
C 0.7567 0.2588 0.5418 2.19 -0.84 0.41
H -0.6199 -2.3918 -1.5317 0.11 0.72 0.43
H 0.0183 -2.3515 0.2431 -0.42 0.40 -2.02
H 1.0479 -1.9194 -1.0674 0.69 -0.16 -0.65
H -1.7919 0.7773 -1.6218 0.10 -0.65 0.47
H -0.8014 1.3074 1.9832 2.06 0.22 -3.05
H 0.6644 2.5619 1.4668 -1.95 -3.29 -2.02
H 1.7627 0.3836 -0.2119 -2.25 0.23 2.64
H 0.9907 -0.4007 1.4873 -0.12 1.06 -2.09
O -0.7314 1.8340 -0.2330 -0.49 0.61 1.73
```
Forces are in eV/Å.

Results
spin multiplicity = 1
SMILES string = CC1=COCC1
energy relative to the best compared isomer or geometry (same formula, charge and spin) = 74.54 kcal per mole
LUMO energy = 0.98 eV
total charge = 0

Just the Mulliken charges please, in e? Sure, here they are: -1.08, 0.53, -0.52, -0.36, -0.41, 0.33, 0.24, 0.31, 0.36, 0.21, 0.23, 0.24, 0.29, -0.35

=====

no.,Kohn-Sham gap (hartree),F_max (eV/A)
1,0.2580,4.33
2,0.3664,0.66
3,0.3389,4.33